# 1
# C23H58O21S6

C23H58O21S6 as an isolated structure (ωB97M-V/def2-TZVPD, OMol25).

```
108
Properties=species:S:1:pos:R:3:mulliken_charge:R:1
C -1.67 2.73 1.40 -0.9346
C -1.59 2.99 -0.14 0.4129
C -2.55 4.10 -0.59 -1.8788
O -0.32 3.37 -0.55 -0.7676
H -1.45 3.59 2.04 0.6509
H -0.93 2.00 1.75 -0.3429
H -2.69 2.41 1.62 0.5455
H -1.85 2.07 -0.65 0.9727
H -2.58 4.04 -1.67 0.3751
H -2.28 5.06 -0.14 0.3917
H -3.50 3.78 -0.18 0.3758
C 0.03 -1.06 -0.09 -3.5422
C 0.46 0.31 0.48 3.1993
C -0.19 0.43 1.91 0.1565
O 1.80 0.62 0.30 0.3689
H -0.95 -1.34 0.30 0.5704
H 0.80 -1.83 -0.01 0.8615
H -0.20 -1.00 -1.16 0.6238
H -0.15 1.03 -0.08 -0.4339
H 0.05 1.41 2.33 -1.9937
H 0.07 -0.43 2.52 -0.8959
H -1.28 0.41 1.90 0.2167
C -2.56 -0.33 -0.15 -0.6246
C -3.23 -1.73 -0.46 -0.0919
O -2.96 -2.55 0.70 -0.4580
S -2.93 -1.54 2.12 0.9543
O -2.00 -1.99 3.16 -0.4727
O -4.31 -1.25 2.45 -0.7959
O -2.32 -0.30 1.25 -0.2428
H -3.18 0.52 -0.42 1.0625
H -1.69 -0.10 -0.77 1.2035
H -2.71 -2.06 -1.36 -0.0658
H -4.31 -1.79 -0.55 0.3077
O -1.12 -2.67 -0.62 -0.8644
S -0.29 -3.01 -1.76 1.5815
O -0.57 -4.17 -2.58 -0.9852
O -0.32 -1.75 -2.80 0.0727
C -1.48 -1.46 -3.64 0.3119
C -1.02 -1.29 -5.05 -1.3933
C 1.46 -2.90 -1.30 -1.1922
H -1.89 -0.53 -3.23 -0.0026
H -2.26 -2.21 -3.49 0.5004
H -0.12 -1.85 -5.31 0.1894
H -0.94 -0.22 -5.18 0.3144
H -1.84 -1.60 -5.70 0.4556
H 1.67 -3.50 -0.42 0.3128
H 1.66 -1.89 -0.93 0.7383
H 2.12 -3.11 -2.13 0.7470
O 3.57 0.04 0.58 -0.8516
S 3.24 0.63 -0.68 1.2133
O 2.71 1.99 -0.75 -0.7477
O 4.54 0.58 -1.61 -0.5493
C 5.34 -0.63 -1.76 -0.0028
C 5.61 -0.75 -3.22 -1.2411
C 2.20 -0.46 -1.65 -1.5293
H 4.72 -1.44 -1.40 0.1056
H 6.23 -0.69 -1.14 0.4266
H 4.79 -1.03 -3.89 0.2416
H 6.31 -1.55 -3.44 0.4294
H 6.13 0.11 -3.65 0.2955
H 1.26 -0.49 -1.09 -0.5352
H 2.55 -1.48 -1.81 0.7919
H 2.07 0.01 -2.62 0.9336
O 0.57 -0.07 -3.71 -0.8266
S 0.36 1.07 -2.84 1.0528
O 1.42 1.65 -2.12 -0.6968
O -0.40 2.22 -3.75 -0.6313
C -0.71 3.44 -3.06 1.8111
C -1.51 4.27 -4.02 -1.7145
C -1.02 0.57 -1.67 -1.6087
H 0.16 4.02 -2.76 0.1819
H -1.29 3.19 -2.18 -1.4818
H -1.72 5.19 -3.48 0.5086
H -2.34 3.78 -4.53 0.2540
H -0.87 4.68 -4.80 0.4567
H -2.03 0.70 -2.04 1.9679
H -0.81 1.15 -0.76 -1.6134
H -0.77 -0.47 -1.44 -0.0781
O -0.69 -1.63 3.63 -0.3207
S 0.31 -2.11 2.64 1.6244
O 1.46 -1.32 2.15 -0.5914
O 0.95 -3.59 3.23 -0.5240
C 0.14 -4.56 3.87 0.0191
C 0.76 -5.98 3.80 -1.3642
C -0.66 -2.81 1.17 -0.4723
H -0.83 -4.71 3.38 0.1466
H -0.06 -4.16 4.86 0.3827
H 0.27 -6.80 4.33 0.3980
H 1.72 -5.96 4.31 0.3222
H 0.89 -6.33 2.77 0.2813
H -1.23 -2.02 0.68 -0.6675
H -1.30 -3.56 1.64 0.8555
H 0.13 -3.34 0.63 0.6926
O 2.31 0.65 3.06 -0.6137
S 1.72 2.01 3.02 1.2691
O 1.48 2.71 1.74 -0.4779
O 0.34 1.96 3.97 -0.4887
C -0.71 2.92 3.59 -0.0466
C -2.05 2.31 3.98 -1.2202
C 2.71 3.14 4.07 -1.3529
H -0.64 3.30 2.57 0.6460
H -0.58 3.82 4.20 0.4806
H -2.83 3.07 3.92 0.4245
H -2.06 1.93 5.00 0.4086
H -2.37 1.44 3.39 0.0373
H 2.42 2.98 5.11 0.3585
H 2.49 4.14 3.68 0.3332
H 3.74 2.90 3.80 0.4026
```

Values from the calculation:
- gap between HOMO and LUMO (eV) = 3.678
- HOMO level (eV) = 0.26
- net charge = -2

# 2
# C5H9NS

An isolated molecule of C5H9NS (ωB97M-V/def2-TZVPD, OMol25).

```
16
Properties=species:S:1:pos:R:3:nbo_charge:R:1
C 0.71 0.18 -1.20 -0.2260
N 1.08 1.58 -1.09 -0.5986
C 0.21 1.69 0.10 -0.2269
C 0.37 0.20 0.32 -0.2293
C -0.66 -0.65 1.04 -0.3121
C -0.74 -2.06 0.65 -0.4770
S -2.16 -1.05 0.16 0.0986
H 1.45 -0.51 -1.54 0.1913
H -0.27 0.05 -1.69 0.1784
H 0.69 2.11 -1.81 0.3480
H -0.86 1.77 -0.13 0.1762
H 0.61 2.34 0.94 0.1953
H 1.31 -0.01 0.85 0.2037
H -0.76 -0.41 2.07 0.2289
H -0.12 -2.37 -0.16 0.2197
H -0.85 -2.86 1.49 0.2297
```

Values from the calculation:
- gap between HOMO and LUMO (eV) = 9.762
- structure (SMILES) = C1NCC1[C@@H]1CS1
- relative energy (zero: lowest compared OMol25 entry of this formula, charge and spin) (kJ/mol) = 183.4
- HOMO level (eV) = -8.85

# 3
# C6H16N3

An isolated ion of composition C6H16N3 and charge +1 (ωB97M-V/def2-TZVPD, OMol25).

```
25
Properties=species:S:1:pos:R:3:nbo_charge:R:1
C -1.67 2.23 -0.29 -0.6931
C -0.73 1.13 -0.24 0.2345
N -1.16 -0.03 0.07 -0.0798
C -2.56 -0.23 0.50 -0.4738
N -0.30 -1.12 0.28 -0.2319
C -0.46 -2.18 -0.68 -0.4851
C 1.22 -0.61 0.40 -0.0956
N 2.24 0.22 -0.55 -0.6411
C 3.37 0.53 0.35 -0.4314
H -2.57 2.00 -0.66 0.2453
H -1.16 2.99 -0.83 0.2619
H -1.95 2.79 0.74 0.2789
H 0.27 1.10 -0.46 0.2542
H -3.15 0.54 0.98 0.2565
H -3.03 -0.66 -0.30 0.2347
H -2.73 -1.13 1.13 0.2637
H -1.30 -2.79 -0.60 0.2300
H -0.50 -2.03 -1.78 0.2131
H 0.21 -3.00 -0.39 0.2435
H 0.98 0.14 1.27 0.2042
H 1.54 -1.61 0.58 0.2099
H 2.62 -0.38 -1.28 0.3747
H 3.63 -0.17 1.06 0.1954
H 4.06 0.94 -0.38 0.2347
H 3.14 1.32 1.07 0.1966
```

Values from the calculation:
- gap between HOMO and LUMO (eV) = 9.412
- structure (SMILES) = C/C=[N+](\C)N(C)CNC
- relative energy (zero: lowest compared OMol25 entry of this formula, charge and spin) (kJ/mol) = 413.9
- HOMO level (eV) = -13.27
- net charge = +1

# 4
# C40H42CoN2O5P2S

C40H42CoN2O5P2S as an isolated structure (ωB97M-V/def2-TZVPD, OMol25).

```
93
Properties=species:S:1:pos:R:3:mulliken_charge:R:1
Co 0.89 -0.85 -0.91 1.2822
C 3.34 1.29 -1.24 -1.0319
P 1.66 1.27 -0.57 1.1341
C 1.35 3.14 -0.80 1.0562
C 2.24 4.02 -0.23 -0.6595
C 2.15 5.35 -0.60 -0.7039
C 1.03 5.78 -1.32 -0.6503
C 0.00 4.86 -1.71 -0.4875
C 0.21 3.51 -1.45 -0.0424
C 1.98 1.12 1.25 -0.0443
C 0.84 1.37 2.02 -0.6245
C 0.87 1.26 3.42 -0.7444
C 2.04 0.85 4.03 -0.4920
C 3.15 0.52 3.29 -0.4850
C 3.15 0.64 1.91 -0.4597
C 3.75 -0.11 -1.45 0.1408
C 5.04 -0.63 -1.59 -1.5566
C 4.80 -1.99 -1.85 -1.0167
C 3.42 -2.16 -1.82 0.0137
C 2.53 -3.41 -1.93 -0.5892
P 1.28 -3.28 -0.66 1.0635
C 2.15 -3.87 0.80 0.0427
C 2.47 -5.21 1.05 -0.3529
C 3.03 -5.52 2.25 -0.7050
C 3.48 -4.58 3.16 -0.6018
C 3.19 -3.24 2.91 -0.6505
C 2.57 -2.91 1.70 0.4751
C -0.06 -4.41 -1.05 0.6077
C -0.50 -4.28 -2.36 -0.5432
C -1.84 -4.59 -2.78 -0.8058
C -2.67 -5.21 -1.83 -0.4995
C -2.16 -5.45 -0.53 -0.4568
C -0.92 -5.04 -0.13 -0.9671
N 2.78 -1.00 -1.56 0.2042
H 4.07 1.83 -0.73 0.5867
H 3.21 1.86 -2.17 0.6321
H 3.08 3.65 0.37 0.2838
H 2.88 6.16 -0.26 0.2904
H 0.96 6.85 -1.41 0.3639
H -0.95 5.24 -2.04 0.4576
H -0.38 2.73 -1.79 0.2761
H -0.10 1.72 1.58 0.6704
H 0.02 1.57 3.97 0.5869
H 2.17 0.88 5.11 0.3765
H 4.06 0.33 3.88 0.5255
H 4.08 0.45 1.31 0.1105
H 5.99 -0.20 -1.68 0.5409
H 5.47 -2.85 -2.07 0.4094
H 3.14 -4.34 -1.87 0.4272
H 2.00 -3.46 -2.90 0.4022
H 2.21 -6.04 0.48 0.4769
H 3.31 -6.56 2.27 0.3610
H 3.94 -4.95 4.08 0.3618
H 3.54 -2.42 3.53 0.4220
H 2.37 -1.84 1.52 -0.4287
H 0.26 -3.95 -3.06 0.3072
H -2.17 -4.35 -3.77 0.4713
H -3.75 -5.38 -2.03 0.3194
H -2.81 -5.96 0.14 0.3876
H -0.64 -5.16 0.91 0.4217
C -1.03 -1.20 2.07 -1.0430
O -0.85 -1.12 0.65 0.5552
C -1.96 -1.65 -0.10 -0.2915
C -2.09 -0.83 -1.36 -0.2644
O -0.84 -0.87 -2.12 0.3333
C -0.78 -0.10 -3.32 -1.1646
H -1.98 -0.79 2.28 0.3779
H -0.27 -0.66 2.65 0.0039
H -1.04 -2.27 2.29 0.3685
H -2.92 -1.39 0.39 0.8209
H -1.87 -2.76 -0.31 -0.3883
H -2.44 0.18 -1.08 -0.2250
H -2.77 -1.37 -1.97 0.6123
H -1.55 0.73 -3.39 0.2945
H -0.85 -0.80 -4.22 0.2212
H 0.22 0.34 -3.41 0.3331
N -7.01 6.29 0.26 -0.6116
C -5.92 5.38 0.38 0.9663
C -6.20 3.98 0.24 -0.7144
C -5.15 3.05 0.21 -0.4482
C -3.86 3.47 0.44 -0.4524
C -3.55 4.81 0.54 -0.4913
C -4.61 5.73 0.56 -0.7679
S -2.60 2.24 0.67 1.7093
O -1.81 2.10 -0.56 -0.6418
O -3.40 1.04 0.87 -0.8326
O -1.80 2.74 1.75 -0.9329
H -6.93 7.22 0.69 0.2428
H -7.85 5.82 0.57 0.2379
H -7.28 3.70 0.15 0.1668
H -5.38 1.98 0.20 0.4359
H -2.52 5.17 0.57 0.4810
H -4.31 6.80 0.61 0.2188
```

Values from the calculation:
- gap between HOMO and LUMO (spin up / spin down) (eV) = 7.688 / 7.066
- multiplicity = 4
- <S²> = 3.76
- HOMO level (spin up / spin down) (eV) = -7.33 / -7.32

# 5
# C8H16LaO5

C8H16LaO5 as an isolated structure (ωB97M-V/def2-TZVPD, OMol25).

```
30
Properties=species:S:1:pos:R:3:mulliken_charge:R:1
C -1.32 -1.81 -2.23 -0.7634
H -0.59 -2.27 -2.90 0.3047
H -2.22 -1.58 -2.81 0.3778
H -1.38 -2.57 -1.44 0.3415
O -0.72 -0.53 -1.81 -0.2659
C -1.26 0.65 -2.37 -0.4187
C -0.31 1.78 -2.04 -0.5969
O -0.03 1.68 -0.65 -0.1976
C 0.99 2.55 -0.16 -0.5742
C 1.29 2.13 1.26 -0.4167
O 1.49 0.72 1.25 -0.3180
C 1.90 0.18 2.50 -0.7874
La 0.10 -0.48 0.15 1.6071
H -2.26 0.83 -1.95 0.4073
H -1.35 0.55 -3.46 0.4867
H -0.77 2.75 -2.27 0.3709
H 0.63 1.67 -2.60 0.3696
H 0.65 3.60 -0.19 0.3615
H 1.89 2.45 -0.79 0.3943
H 0.44 2.37 1.92 0.3805
H 2.19 2.65 1.62 0.4421
H 2.09 -0.89 2.35 0.3382
H 2.83 0.68 2.83 0.3547
H 1.11 0.32 3.25 0.3712
O 0.36 -2.85 0.62 -0.7021
C -0.40 -3.35 1.51 -0.0497
C -1.40 -2.53 2.11 -0.0028
O -1.51 -1.32 1.73 -0.6114
H -0.38 -4.43 1.71 0.4081
H -2.08 -2.94 2.86 0.3885
```

Values from the calculation:
- gap between HOMO and LUMO (spin up / spin down) (eV) = 7.587 / 9.527
- multiplicity = 2
- <S²> = 0.75
- HOMO level (spin up / spin down) (eV) = -14.45 / -16.67
- net charge = +2

# 6
# C17H21N2

An isolated ion of composition C17H21N2 and charge +1 (ωB97M-V/def2-TZVPD, OMol25).

```
40
Properties=species:S:1:pos:R:3:nbo_charge:R:1
C -2.90 -1.31 0.56 -0.6300
C -1.94 -1.44 1.84 -0.4032
C -0.48 -1.56 1.51 -0.2949
C 0.47 -1.85 2.72 -0.3826
C 0.37 -0.72 3.73 -0.4436
C 0.72 0.63 3.19 -0.2124
N 0.51 0.80 1.71 -0.3135
C -0.03 -0.22 0.92 0.4669
C 0.06 -0.08 -0.53 -0.0139
N -0.43 -0.78 -1.60 -0.5353
C 0.05 -0.27 -2.77 0.2132
C -0.19 -0.61 -4.11 -0.2350
C 0.24 0.24 -5.18 -0.1621
C 1.01 1.35 -4.88 -0.2181
C 1.39 1.58 -3.57 -0.1575
C 0.85 0.75 -2.56 -0.1408
C 0.82 0.95 -1.08 0.1134
C 1.53 2.06 -0.24 -0.4529
C 0.95 2.15 1.20 -0.1976
H -2.63 -0.68 -0.28 0.2072
H -2.94 -2.34 0.22 0.2118
H -3.98 -0.91 0.88 0.2435
H -2.32 -2.29 2.41 0.2362
H -2.11 -0.57 2.52 0.2077
H -0.27 -2.36 0.82 0.2387
H 1.52 -1.95 2.30 0.2205
H 0.18 -2.85 3.12 0.2447
H 1.09 -0.92 4.52 0.2446
H -0.62 -0.59 4.23 0.2249
H 0.27 1.48 3.79 0.2342
H 1.78 0.74 3.33 0.2107
H -1.10 -1.52 -1.56 0.4246
H -0.74 -1.54 -4.31 0.2211
H -0.22 0.10 -6.12 0.2306
H 1.22 2.01 -5.68 0.2289
H 2.00 2.48 -3.42 0.2296
H 2.61 1.90 -0.16 0.2383
H 1.44 3.03 -0.73 0.2540
H 1.77 2.32 1.86 0.2206
H 0.11 2.81 1.41 0.2273
```

Values from the calculation:
- gap between HOMO and LUMO (eV) = 7.066
- structure (SMILES) = CC[C@@H]1CCC[N+]2=C1c1[nH]c3ccccc3c1CC2
- relative energy (zero: lowest compared OMol25 entry of this formula, charge and spin) (kJ/mol) = 32.9
- HOMO level (eV) = -11.26
- net charge = +1

# 7
# C17H39N2O14P3

A 4-piece molecular cluster, C17H39N2O14P3 overall (ωB97M-V/def2-TZVPD, OMol25).

```
75
Properties=species:S:1:pos:R:3:mulliken_charge:R:1
C 4.86 -1.05 6.15 -0.5356
O 5.51 -0.76 4.89 -0.3584
C 4.57 -0.35 3.85 -0.2661
C 3.29 0.46 4.37 -0.4491
C 2.46 1.02 3.08 -0.5622
C 1.27 0.05 2.62 1.0036
C 1.77 -1.37 2.04 -0.0610
N 2.27 -2.45 1.82 -0.6399
C 0.11 -0.18 3.72 0.2411
O 0.08 0.90 4.70 -0.5521
C 0.24 -1.59 4.49 -0.0457
N 0.72 -2.54 5.11 -0.5659
H 3.88 -1.63 6.06 0.2273
H 4.76 -0.05 6.72 0.2204
H 5.58 -1.70 6.78 0.2356
H 5.16 0.38 3.17 0.2206
H 4.26 -1.22 3.15 0.1899
H 2.54 -0.16 4.97 0.2588
H 3.61 1.33 5.06 0.2965
H 2.00 2.04 3.38 0.2792
H 3.18 1.26 2.20 0.2698
H 0.74 0.58 1.71 -0.1543
H -0.92 -0.17 3.19 0.3761
H -0.25 1.70 4.20 0.3825
C -1.37 3.76 -2.61 -0.6781
O -1.22 3.10 -1.35 -0.2937
P 0.35 3.16 -0.63 1.1045
O -0.20 2.57 0.66 -0.6414
O 0.27 4.80 -0.60 -0.3589
C -0.51 5.43 0.40 -0.7226
O 1.93 3.22 0.04 -0.1161
C 2.95 3.66 -0.85 -0.7873
H -1.98 3.13 -3.26 0.1661
H -1.87 4.72 -2.45 0.2616
H -0.40 3.93 -3.09 0.3481
H -1.33 4.79 0.74 0.3265
H -0.94 6.34 -0.02 0.2612
H 0.13 5.69 1.25 0.2654
H 2.89 4.75 -0.97 0.2921
H 2.85 3.17 -1.82 0.3449
H 3.92 3.41 -0.42 0.2421
C 0.35 0.45 -8.84 -0.6498
O -0.03 1.54 -8.00 -0.3029
P -1.21 1.21 -6.80 0.9943
O -1.00 2.57 -6.16 -0.5944
O -0.21 0.09 -6.12 -0.3213
C 0.86 0.53 -5.31 -0.6943
O -2.43 0.81 -5.65 -0.2214
C -3.07 -0.45 -5.85 -0.7066
H 0.44 0.80 -9.87 0.2498
H 1.33 0.07 -8.51 0.2328
H -0.38 -0.36 -8.81 0.2973
H 1.20 1.54 -5.59 0.3427
H 1.70 -0.15 -5.45 0.3028
H 0.55 0.52 -4.27 0.2299
H -2.41 -1.26 -5.53 0.2904
H -3.33 -0.58 -6.90 0.3060
H -3.98 -0.47 -5.25 0.2489
C -5.42 -3.57 2.71 -0.6620
O -4.65 -2.89 1.72 -0.3390
P -2.97 -3.25 1.68 1.1602
O -2.78 -2.49 0.38 -0.6463
O -3.30 -4.84 1.38 -0.3302
C -3.67 -5.22 0.07 -0.7204
O -1.29 -3.62 1.77 -0.2305
C -0.89 -4.33 2.94 -0.8816
H -6.13 -2.86 3.15 0.2517
H -5.98 -4.37 2.23 0.2372
H -4.79 -3.98 3.50 0.2900
H -4.13 -4.40 -0.49 0.3517
H -4.39 -6.04 0.14 0.2514
H -2.78 -5.58 -0.46 0.2521
H -1.19 -5.38 2.87 0.3269
H -1.34 -3.88 3.83 0.3770
H 0.20 -4.28 3.03 0.2816
```

Values from the calculation:
- gap between HOMO and LUMO (eV) = 6.412
- structure (SMILES) = COCCC[C@@H](C#N)[C@H](O)C#N.COP(=O)(OC)OC.COP(=O)(OC)OC.COP(=O)(OC)OC
- HOMO level (eV) = -9.29

# 8
# C25H23N2O

An isolated ion of composition C25H23N2O and charge +1 (ωB97M-V/def2-TZVPD, OMol25).

```
51
Properties=species:S:1:pos:R:3:nbo_charge:R:1
C 0.41 3.47 -0.92 -0.7172
C -0.45 2.81 0.13 0.7247
O -1.67 2.88 0.13 -0.5321
N 0.29 2.14 1.12 -0.4553
C -0.25 1.17 1.98 0.6323
C -1.63 1.37 2.27 -0.7598
N 0.69 0.31 2.44 -0.3630
C 0.40 -0.60 3.90 0.2006
C -0.55 0.10 4.86 -0.1228
C -0.13 1.32 5.40 -0.1528
C -0.99 2.10 6.20 -0.2197
C -2.30 1.65 6.43 -0.1882
C -2.68 0.37 6.02 -0.2001
C -1.80 -0.42 5.26 -0.1866
C -0.07 -1.85 3.24 -0.0972
C -1.34 -2.27 2.93 -0.2045
C -1.50 -3.58 2.41 -0.1873
C -0.43 -4.48 2.34 -0.1882
C 0.84 -4.10 2.78 -0.2079
C 1.01 -2.77 3.20 0.0242
C 2.14 -2.22 3.90 0.0369
C 3.30 -2.93 4.27 -0.2152
C 4.19 -2.29 5.14 -0.1757
C 3.84 -1.07 5.71 -0.2116
C 2.59 -0.44 5.47 -0.1759
C 1.80 -0.96 4.44 -0.1022
C 1.98 0.90 2.10 -0.2282
C 1.70 1.95 1.01 -0.2356
H 1.46 3.36 -0.71 0.2246
H 0.16 3.03 -1.88 0.2689
H 0.13 4.52 -0.92 0.2694
H -1.99 1.92 1.37 0.3203
H -2.18 0.45 2.44 0.2534
H -1.77 2.09 3.08 0.2866
H 0.89 1.69 5.20 0.2069
H -0.63 3.05 6.59 0.2314
H -3.05 2.31 6.91 0.2358
H -3.67 -0.02 6.26 0.2340
H -2.11 -1.44 5.04 0.2371
H -2.23 -1.66 3.13 0.2215
H -2.49 -3.90 2.07 0.2276
H -0.55 -5.46 1.87 0.2323
H 1.71 -4.74 2.72 0.2235
H 3.49 -3.90 3.82 0.2255
H 5.18 -2.76 5.34 0.2355
H 4.55 -0.59 6.39 0.2301
H 2.22 0.32 6.15 0.2304
H 2.37 1.48 3.00 0.2147
H 2.75 0.13 1.80 0.2459
H 2.21 2.93 1.22 0.2339
H 1.97 1.53 0.02 0.2191
```

Values from the calculation:
- gap between HOMO and LUMO (eV) = 7.526
- structure (SMILES) = CC(=O)[N+]1=C(C)N(C2(c3ccccc3)c3ccccc3-c3ccccc32)CC1
- relative energy (zero: lowest compared OMol25 entry of this formula, charge and spin) (kJ/mol) = 70.7
- HOMO level (eV) = -11.00
- net charge = +1

# 9
# C7H10

An isolated molecule of C7H10 (ωB97M-V/def2-TZVPD, OMol25).

```
17
Properties=species:S:1:pos:R:3:nbo_charge:R:1
C -2.12 -0.30 0.12 -0.4068
C -1.55 0.83 -0.68 -0.4179
C -0.67 -0.31 -0.24 -0.2477
C 1.75 -1.21 -1.05 -0.0510
C 1.82 -0.69 0.29 -0.4153
C 1.58 0.79 0.60 -0.3938
C 0.44 -0.15 0.76 -0.1449
H -2.74 -1.03 -0.39 0.2185
H -2.41 -0.12 1.15 0.2127
H -1.79 0.91 -1.74 0.2185
H -1.42 1.78 -0.18 0.2154
H -0.45 -1.05 -1.01 0.2249
H 1.37 -0.40 -1.69 0.0887
H 2.35 -1.29 1.03 0.2171
H 1.58 1.46 -0.25 0.2238
H 2.07 1.17 1.49 0.2269
H 0.20 -0.40 1.79 0.2306
```

Values from the calculation:
- gap between HOMO and LUMO (eV) = 8.279
- relative energy (zero: lowest compared OMol25 entry of this formula, charge and spin) (kJ/mol) = 523.5
- HOMO level (eV) = -8.32